[1]
{"formula": "C20H37N9O4P", "method": "the ωB97M-V functional and the def2-TZVPD basis", "energy_ev": -52221.441, "charge": 1, "homo_ev": -11.452, "molar_mass_da": 498.55, "multiplicity": 1, "symbols": ["N", "C", "C", "C", "C", "N", "P", "O", "O", "O", "C", "C", "O", "H", "H", "H", "H", "H", "H", "H", "H", "H", "H", "H", "H", "H", "H", "H", "H", "C", "C", "N", "H", "H", "H", "C", "C", "N", "H", "H", "H", "C", "C", "N", "H", "H", "H", "C", "C", "N", "H", "H", "H", "C", "C", "N", "H", "H", "H", "C", "C", "N", "H", "H", "H", "C", "C", "N", "H", "H", "H"], "coordinates": [[4.784, 1.521, 2.753], [4.798, 0.937, 1.410], [3.660, 1.434, 0.474], [2.324, 1.632, 1.178], [1.145, 1.501, 0.184], [-0.134, 1.466, 0.993], [-0.522, -0.262, 1.286], [-1.097, -0.714, 0.020], [0.797, -1.077, 1.582], [-1.591, -0.449, 2.452], [-0.143, 2.343, 2.221], [1.155, 3.149, 2.532], [2.244, 2.993, 1.634], [4.571, 0.850, 3.481], [4.221, 2.358, 2.819], [5.740, 1.248, 0.937], [4.837, -0.161, 1.412], [3.511, 0.649, -0.283], [4.001, 2.320, -0.078], [2.206, 0.959, 2.045], [1.119, 2.398, -0.447], [1.253, 0.621, -0.461], [-0.893, 1.774, 0.378], [0.634, -1.844, 2.162], [-2.019, 0.390, 2.697], [-0.407, 1.767, 3.116], [-0.963, 3.063, 2.107], [1.494, 2.875, 3.546], [0.928, 4.221, 2.569], [-4.104, -0.986, -1.463], [-4.893, -1.684, -2.467], [-5.538, -2.235, -3.240], [-3.131, -1.432, -1.314], [-3.955, 0.053, -1.716], [-4.624, -1.012, -0.495], [-0.448, 5.151, 6.276], [-1.179, 4.412, 5.257], [-1.765, 3.829, 4.458], [0.538, 4.719, 6.444], [-0.311, 6.191, 5.984], [-0.981, 5.140, 7.226], [-5.135, -4.824, -5.059], [-5.541, -6.217, -4.943], [-5.863, -7.315, -4.851], [-5.604, -4.204, -4.296], [-4.057, -4.713, -4.951], [-5.410, -4.409, -6.030], [-1.023, -0.687, -5.161], [-2.063, -0.766, -4.146], [-2.888, -0.829, -3.348], [-1.316, -0.023, -5.973], [-0.090, -0.308, -4.743], [-0.819, -1.667, -5.592], [4.668, 0.069, -3.989], [5.162, 0.207, -2.626], [5.560, 0.316, -1.554], [4.025, -0.805, -4.088], [4.090, 0.943, -4.289], [5.489, -0.042, -4.695], [-8.231, -3.999, -3.440], [-9.533, -4.116, -2.798], [-10.558, -4.208, -2.290], [-7.466, -4.542, -2.886], [-8.251, -4.403, -4.452], [-7.912, -2.961, -3.506], [7.888, -0.083, 4.839], [6.544, -0.264, 5.367], [5.479, -0.400, 5.774], [8.626, -0.595, 5.456], [7.970, -0.480, 3.827], [8.158, 0.971, 4.804]], "atomic_forces_ev_per_a": [[-0.07, -0.55, -0.06], [0.53, 0.74, -0.35], [0.04, -1.01, 0.03], [-0.03, 0.99, -0.78], [1.33, 0.13, 0.17], [0.23, -0.51, 0.68], [-2.01, -2.78, -2.45], [0.20, 0.81, -0.09], [-0.28, 0.99, 1.16], [1.39, 1.35, 0.23], [-0.21, 1.19, 0.57], [0.57, 0.28, 0.45], [-0.62, -0.42, 0.26], [-0.12, 0.24, 0.03], [0.06, -0.11, 0.12], [-0.31, -0.25, -0.06], [-0.21, 0.29, 0.36], [0.11, 0.27, 0.13], [-0.47, 0.03, 0.32], [0.14, -0.01, -0.30], [-0.02, -0.21, 0.22], [-0.52, 0.07, 0.34], [0.01, -0.33, 0.04], [0.24, 0.15, -0.01], [-0.28, -0.38, 0.31], [0.17, -0.12, -0.42], [0.17, -0.30, -0.12], [-0.14, -0.10, -0.24], [-0.07, -0.33, -0.15], [-1.21, -0.04, 2.41], [-0.33, -0.04, 0.29], [0.04, 0.16, 0.22], [-0.07, -0.17, 0.05], [-0.20, 0.04, -0.05], [-0.20, -0.17, -0.12], [0.20, 0.24, 0.29], [-0.10, -0.04, -0.02], [0.26, -0.02, -0.01], [-0.05, -0.10, -0.10], [-0.09, -0.05, -0.13], [-0.11, -0.09, -0.09], [0.06, 0.32, -0.04], [0.02, -0.10, -0.06], [0.03, 0.14, 0.02], [0.04, -0.14, -0.05], [-0.01, -0.16, 0.04], [-0.07, -0.15, -0.02], [0.29, 0.00, -0.29], [0.00, 0.00, -0.01], [2.07, 0.42, -2.73], [-0.14, 0.00, 0.08], [-0.08, 0.00, 0.12], [-0.12, -0.04, 0.09], [-0.15, -0.04, -0.38], [0.14, -0.01, 0.05], [-0.05, -0.08, -0.31], [0.06, -0.03, 0.14], [0.06, 0.06, 0.13], [0.08, 0.01, 0.13], [0.24, 0.03, -0.22], [-0.08, -0.07, 0.02], [0.13, 0.04, -0.05], [-0.14, -0.03, 0.12], [-0.18, -0.06, 0.05], [-0.10, 0.01, 0.09], [0.41, 0.04, -0.11], [-0.12, 0.02, 0.00], [0.08, 0.04, -0.14], [-0.13, -0.04, 0.08], [-0.15, -0.03, 0.02], [-0.16, 0.02, 0.05]]}

[2]
{"formula": "C7H12O", "method": "the ωB97M-V functional and the def2-TZVPD basis", "energy_ev": -9490.099, "homo_ev": -8.739, "molar_mass_da": 112.17, "relative_energy_ev": 10.720, "multiplicity": 1, "symbols": ["C", "C", "C", "C", "C", "C", "C", "H", "H", "H", "H", "H", "H", "H", "H", "H", "H", "H", "H", "O"], "coordinates": [[0.540, -1.885, -0.170], [-0.562, -0.633, -0.473], [-0.320, 0.170, -1.706], [1.343, 0.632, 0.041], [-0.085, 0.257, 0.774], [-0.683, 1.774, 0.573], [-1.135, -0.718, 1.037], [1.816, -1.822, -0.407], [0.203, -2.851, -0.545], [0.646, -2.130, 0.941], [-0.975, 1.006, -1.909], [-0.140, -0.679, -2.412], [1.726, 1.560, 0.559], [2.024, -0.370, 0.158], [-0.001, 2.655, 1.470], [-1.967, 1.728, 0.869], [-0.781, 2.022, -0.817], [-1.811, -0.040, 1.703], [-0.836, -1.643, 1.655], [0.997, 0.966, -1.340]], "atomic_forces_ev_per_a": [[2.57, -0.85, -0.32], [1.78, -2.21, 4.82], [2.06, -0.91, 1.21], [0.68, -2.11, 1.79], [2.00, 5.19, -4.29], [-3.04, 0.70, 0.30], [0.04, 0.55, 2.96], [-4.12, -0.16, -0.28], [-0.11, 0.12, -0.57], [-0.22, 0.85, -1.61], [-0.57, -0.81, -0.85], [0.03, 1.70, -0.45], [-0.04, -1.19, -0.91], [-1.08, 3.56, -0.44], [-2.40, -2.65, -3.37], [3.91, 0.57, -0.59], [0.73, 0.42, 5.49], [-0.16, -1.74, -2.18], [-1.17, 1.35, -1.54], [-0.88, -2.39, 0.84]]}

[3]
{"formula": "C12H16SSi", "method": "the ωB97M-V functional and the def2-TZVPD basis", "energy_ev": -31414.427, "smiles": "Cc1ccsc1[Si](C)(C)C1=CCC=C1", "homo_ev": -8.280, "molar_mass_da": 220.41, "relative_energy_ev": 0.000, "multiplicity": 1, "symbols": ["C", "C", "C", "C", "S", "C", "Si", "C", "C", "C", "C", "C", "C", "C", "H", "H", "H", "H", "H", "H", "H", "H", "H", "H", "H", "H", "H", "H", "H", "H"], "coordinates": [[1.371, -1.854, 1.207], [1.066, -2.113, -0.201], [1.698, -3.242, -0.815], [1.545, -3.278, -2.158], [0.538, -1.979, -2.744], [0.376, -1.390, -1.116], [-0.968, 0.163, -0.470], [-2.346, -0.806, 0.424], [-1.655, 0.738, -2.159], [-0.137, 1.456, 0.536], [-0.913, 2.295, 1.222], [-0.111, 3.434, 1.710], [1.246, 3.071, 1.253], [1.230, 1.894, 0.535], [2.107, -0.985, 1.194], [0.506, -1.346, 1.631], [1.437, -2.725, 1.827], [2.314, -4.100, -0.396], [1.916, -3.994, -2.947], [-1.992, -0.918, 1.455], [-3.273, -0.288, 0.210], [-2.305, -1.877, -0.020], [-2.134, -0.017, -2.679], [-2.268, 1.656, -1.906], [-0.784, 1.176, -2.627], [-1.986, 2.252, 1.135], [0.026, 3.325, 2.770], [-0.582, 4.429, 1.533], [2.029, 3.666, 1.530], [2.049, 1.357, 0.067]], "atomic_forces_ev_per_a": [[-1.19, 3.12, 0.24], [0.88, -2.02, -1.18], [1.32, -1.80, -0.72], [-0.29, -0.41, -2.14], [0.36, -0.29, 1.36], [-2.02, 2.96, 1.07], [0.82, -3.41, -2.27], [1.88, -1.36, -0.97], [1.11, 3.15, 3.12], [-0.59, -1.24, -0.96], [-0.84, 0.56, -0.57], [-0.52, -0.12, 0.14], [-0.88, -1.75, -2.14], [0.47, 1.89, 1.29], [-0.06, -1.73, 0.78], [-0.33, 0.21, 0.25], [1.12, -0.36, 0.18], [-0.87, 1.54, 0.12], [-0.34, 0.75, 1.37], [-0.84, 0.23, 0.09], [-0.37, -0.23, 0.58], [-0.38, 1.86, 0.53], [-0.98, -1.26, -1.17], [0.05, -1.17, -0.57], [0.19, -0.21, -0.75], [-0.26, 0.09, 0.58], [-0.37, 0.20, 1.17], [0.72, -0.59, -0.09], [2.22, 1.18, 0.44], [-0.02, 0.20, 0.23]]}

[4]
{"formula": "C21H27ClN6O4PtSeSi", "method": "the ωB97M-V functional and the def2-TZVPD basis", "energy_ev": -128313.961, "charge": 2, "homo_ev": [-14.402, -14.402], "molar_mass_da": 765.06, "relative_energy_ev": 3.205, "multiplicity": 1, "symbols": ["Pt", "Se", "N", "C", "C", "C", "C", "C", "N", "C", "C", "N", "C", "C", "C", "C", "C", "N", "H", "H", "H", "H", "H", "H", "N", "C", "C", "C", "C", "N", "H", "H", "H", "H", "H", "H", "H", "H", "H", "H", "H", "H", "C", "Si", "C", "C", "C", "C", "H", "H", "H", "H", "H", "H", "H", "H", "H", "O", "Cl", "O", "O", "O"], "coordinates": [[-0.405, 0.458, -0.482], [1.931, 3.527, 6.334], [0.388, 3.430, 5.494], [0.577, 2.760, 4.387], [-0.477, 2.454, 3.439], [-1.774, 2.956, 3.552], [-2.719, 2.584, 2.619], [-2.355, 1.706, 1.609], [-1.116, 1.249, 1.481], [-0.166, 1.628, 2.354], [1.192, 1.207, 2.107], [1.408, 0.517, 0.988], [2.638, 0.193, 0.616], [3.737, 0.507, 1.410], [3.537, 1.176, 2.599], [2.241, 1.549, 2.963], [1.923, 2.299, 4.163], [2.784, 2.606, 5.097], [-2.008, 3.630, 4.366], [-3.733, 2.956, 2.659], [-3.085, 1.365, 0.894], [2.742, -0.313, -0.332], [4.729, 0.231, 1.083], [4.361, 1.436, 3.249], [-2.370, -0.765, -0.588], [-3.636, -0.085, -0.971], [-3.308, 1.112, -1.828], [-2.867, 0.714, -3.240], [-1.496, 1.277, -3.549], [-0.448, 0.556, -2.781], [-2.077, -1.398, -1.329], [-2.461, -1.301, 0.271], [-4.177, 0.215, -0.077], [-4.273, -0.788, -1.514], [-2.498, 1.650, -1.339], [-4.159, 1.793, -1.868], [-3.584, 1.072, -3.977], [-2.825, -0.376, -3.355], [-1.441, 2.339, -3.319], [-1.276, 1.168, -4.615], [0.462, 0.996, -2.928], [-0.392, -0.414, -3.086], [2.308, -4.677, 0.526], [1.470, -4.212, -1.097], [2.859, -4.128, -2.376], [0.131, -5.393, -1.644], [0.758, -2.494, -0.885], [0.274, -1.393, -0.734], [2.751, -5.668, 0.438], [1.573, -4.692, 1.333], [3.088, -3.958, 0.776], [3.302, -5.117, -2.489], [3.626, -3.422, -2.058], [2.455, -3.806, -3.337], [0.554, -6.392, -1.761], [-0.306, -5.099, -2.599], [-0.676, -5.454, -0.911], [0.273, 3.718, -2.487], [0.484, 3.269, -1.164], [1.303, 2.039, -1.187], [1.056, 4.216, -0.298], [-0.806, 2.784, -0.600]], "atomic_forces_ev_per_a": [[-2.60, -0.49, -0.24], [0.08, 0.04, 0.17], [-0.47, 0.12, -0.14], [0.45, -0.06, 0.14], [-0.18, -0.06, -0.10], [0.07, -0.06, -0.02], [0.07, -0.09, 0.04], [-0.28, -0.04, -0.05], [0.86, -0.69, -0.51], [-0.23, 0.18, 0.30], [0.38, -0.01, 0.22], [-0.11, 0.04, -1.10], [0.13, -0.05, 0.14], [-0.06, -0.04, 0.02], [-0.02, 0.00, 0.00], [0.00, -0.13, -0.14], [-0.36, 0.17, 0.22], [0.36, -0.14, -0.25], [-0.02, -0.01, 0.01], [-0.02, -0.04, 0.02], [0.08, 0.16, -0.01], [0.04, -0.04, 0.03], [0.00, -0.02, 0.00], [0.01, 0.01, -0.01], [1.16, 1.01, -0.51], [-0.20, 0.41, 0.10], [-0.33, -0.08, -0.16], [0.21, 0.08, 0.06], [-0.46, 0.16, -0.05], [0.74, -0.57, 1.39], [-0.01, -0.24, 0.19], [0.25, -0.03, 0.03], [0.04, -0.21, 0.05], [0.08, -0.13, 0.12], [-0.23, 0.23, -0.02], [-0.05, -0.06, 0.01], [0.06, -0.02, -0.06], [-0.12, -0.01, -0.06], [0.08, -0.06, 0.08], [0.27, -0.13, 0.10], [0.07, -0.08, -0.02], [0.17, 0.00, -0.04], [-0.79, 0.29, -0.21], [1.31, -0.85, -0.16], [-0.84, 0.36, 0.21], [-0.11, 0.35, 0.22], [-0.31, 0.10, -0.09], [-0.30, 1.20, 0.37], [0.02, -0.01, 0.00], [0.14, -0.08, 0.13], [0.04, -0.02, 0.00], [0.03, -0.01, -0.01], [0.08, -0.03, -0.05], [0.19, -0.05, -0.11], [0.04, 0.00, 0.00], [0.05, 0.00, -0.03], [0.00, -0.06, 0.00], [-0.06, 0.20, -0.07], [0.85, 0.04, -0.19], [0.34, 0.20, -0.22], [-0.10, 0.17, 0.05], [-0.48, -0.83, 0.22]]}